Entry from OMol25: a structure of composition C10H13N2O6Ti in a non-equilibrium geometry (the ωB97M-V functional and the def2-TZVPD basis).

The calculation puts the HOMO energy (spin up / spin down) at -19.2 / -19.2 eV. As for the charge: +3. The frontier orbital gap (spin up / spin down) comes out at 3.378 / 3.150 eV.

Element x y z (Å)
O  3.766  -3.286  0.659
C  2.861  -2.525  0.479
Ti  1.462  -1.158  0.505
C  2.056  -0.847  2.571
O  0.787  -0.901  2.494
C  3.405  0.010  0.721
O  4.405  0.566  0.890
C  1.482  -2.796  -0.655
O  1.400  -3.667  -1.464
C  3.103  -0.658  3.512
O  3.299  -1.390  4.483
H  3.823  0.142  3.148
C  -1.577  -1.603  0.037
N  -1.881  -0.305  -0.551
C  -3.288  0.030  -0.675
C  -0.860  0.546  -0.776
O  0.348  0.135  -0.520
N  -0.991  1.808  -1.207
C  -2.206  2.426  -1.712
C  0.209  2.629  -1.207
H  -2.519  -2.145  0.108
H  -1.169  -1.499  1.055
H  -0.894  -2.180  -0.598
H  -3.570  0.902  -0.067
H  -3.579  0.194  -1.721
H  -3.861  -0.824  -0.308
H  -2.943  2.626  -0.923
H  -1.923  3.388  -2.143
H  -2.669  1.829  -2.505
H  0.624  2.724  -0.199
H  0.973  2.212  -1.867
H  -0.073  3.620  -1.563